The following is a quantum chemistry calculation of C4H6N2O in the gas phase, from the Open Molecules 2025 dataset.

Each line ends with the Löwdin charge.
CARTESIAN COORDINATES (ANGSTROEM)
1 N 1.377 0.791 1.016  0.205
2 C 0.391 0.044 0.249  -0.287
3 C 0.543 -0.815 -0.866  -0.082
4 C -0.735 -1.024 -1.289  -0.160
5 N -1.618 -0.314 -0.476  0.084
6 C -0.932 0.420 0.483  -0.519
7 O -1.364 1.270 1.300  -0.072
8 H 0.873 1.599 1.444  0.163
9 H 2.193 1.132 0.489  0.169
10 H 1.520 0.005 1.647  0.167
11 H 1.439 -1.289 -1.255  0.092
12 H -1.098 -1.673 -2.067  0.095
13 H -2.588 -0.145 -0.674  0.144

As for the total energy: -9271.1045 eV. Its LUMO energy is 0.21 eV. As for the energy above the lowest of the compared OMol25 structures with the same formula, charge and spin: 55.3 kcal/mol. The value obtained for the largest force on an atom is 1.93 eV Å⁻¹. The SMILES is [NH3+]c1cc[nH]c1[O-].